Record 1
C26H53F6N6O12S2V | wB97M-V/def2-TZVPD

Cartesian coordinates (Å):
V (-7.894, -7.817, 15.448)
C (-8.036, -9.070, 19.214)
F (-6.784, -9.453, 19.054)
F (-8.485, -9.505, 20.384)
F (-8.125, -7.745, 19.289)
S (-9.149, -9.709, 17.832)
O (-9.730, -10.943, 18.238)
O (-10.075, -8.655, 17.531)
N (-8.119, -9.607, 16.431)
S (-7.427, -11.024, 16.228)
O (-6.241, -10.881, 15.413)
O (-7.238, -11.736, 17.455)
C (-8.530, -11.998, 15.064)
F (-9.039, -11.210, 14.118)
F (-7.733, -12.879, 14.478)
F (-9.486, -12.657, 15.695)
C (-12.518, -12.458, 18.065)
O (-13.058, -11.396, 18.305)
N (-12.894, -13.673, 18.516)
C (-12.200, -14.846, 17.991)
C (-14.163, -13.827, 19.189)
H (-11.635, -12.487, 17.402)
H (-12.200, -14.831, 16.902)
H (-12.644, -15.762, 18.372)
H (-11.181, -14.866, 18.384)
H (-13.994, -14.042, 20.251)
H (-14.819, -12.962, 19.173)
H (-14.710, -14.684, 18.790)
C (-2.516, -12.019, 11.638)
O (-1.485, -12.615, 11.453)
N (-3.372, -12.251, 12.681)
C (-4.536, -11.423, 12.841)
C (-3.038, -13.141, 13.762)
H (-2.966, -11.237, 11.001)
H (-4.429, -10.568, 13.513)
H (-5.365, -12.019, 13.234)
H (-4.958, -11.100, 11.885)
H (-1.981, -13.411, 13.746)
H (-3.257, -12.730, 14.745)
H (-3.516, -14.118, 13.624)
C (-10.971, -7.359, 14.072)
O (-9.894, -7.523, 14.668)
N (-11.878, -8.311, 13.978)
C (-11.655, -9.664, 14.497)
C (-13.150, -8.090, 13.334)
H (-11.272, -6.420, 13.598)
H (-10.812, -9.652, 15.176)
H (-11.613, -10.422, 13.722)
H (-12.525, -9.838, 15.134)
H (-13.689, -7.162, 13.446)
H (-13.171, -8.387, 12.273)
H (-13.808, -8.911, 13.642)
C (-8.424, -5.098, 17.255)
O (-8.568, -6.216, 16.746)
N (-8.482, -3.957, 16.592)
C (-8.132, -2.665, 17.139)
C (-8.910, -3.965, 15.198)
H (-8.340, -4.923, 18.335)
H (-8.089, -2.778, 18.232)
H (-8.922, -1.917, 17.083)
H (-7.157, -2.335, 16.794)
H (-8.131, -3.762, 14.461)
H (-9.476, -4.864, 14.974)
H (-9.600, -3.130, 15.047)
C (-5.264, -7.632, 24.393)
O (-5.351, -8.451, 25.274)
N (-5.180, -7.948, 23.068)
C (-5.461, -6.932, 22.083)
C (-5.248, -9.302, 22.604)
H (-5.204, -6.548, 24.570)
H (-4.635, -6.842, 21.370)
H (-5.702, -5.998, 22.589)
H (-6.330, -7.125, 21.439)
H (-6.183, -9.474, 22.041)
H (-4.531, -9.520, 21.807)
H (-5.293, -10.073, 23.365)
C (-12.515, -6.673, 17.237)
C (-14.014, -6.499, 17.165)
O (-14.668, -6.544, 18.178)
C (-14.710, -6.346, 15.837)
H (-12.145, -7.404, 16.518)
H (-12.253, -7.100, 18.203)
H (-11.996, -5.714, 17.163)
H (-14.737, -7.206, 15.171)
H (-14.290, -5.521, 15.251)
H (-15.775, -6.162, 15.979)
C (-7.547, -14.706, 21.040)
C (-6.369, -13.760, 21.084)
O (-5.239, -14.160, 21.161)
C (-6.709, -12.291, 21.006)
H (-7.373, -15.627, 21.585)
H (-7.625, -14.947, 19.969)
H (-8.523, -14.273, 21.258)
H (-7.380, -12.260, 20.140)
H (-5.857, -11.654, 20.771)
H (-7.173, -11.915, 21.917)
C (-12.088, -17.180, 12.834)
C (-10.789, -16.499, 13.188)
O (-9.794, -17.102, 13.502)
C (-10.737, -14.989, 13.135)
H (-12.155, -17.084, 11.745)
H (-12.941, -16.760, 13.361)
H (-12.060, -18.253, 13.015)
H (-11.151, -14.683, 14.105)
H (-11.337, -14.545, 12.343)
H (-9.699, -14.670, 13.142)

Summary:
HOMO-LUMO gap (alpha / beta)	6.2038 / 6.1793	eV
spin multiplicity	4
HOMO level (alpha / beta)	-10.73 / -10.73	eV
F_max	3.7	eV Å⁻¹
total charge	+1
lowest unoccupied orbital energy (alpha / beta)	-4.52 / -4.55	eV

Here are the Löwdin charges for atoms 1 to 4, given in e: number 1, V, carries 1.186; number 2, C, carries -0.666; number 3, F, carries 0.156; number 4, F, carries 0.164

---

Record 2
C26H53FNO12P | wB97M-V/def2-TZVPD

Cartesian coordinates (Å):
C (12.274, 2.279, 2.542)
C (11.926, 2.717, 1.031)
O (12.843, 2.649, 0.171)
O (10.645, 3.210, 0.670)
C (9.678, 2.125, 0.515)
C (8.189, 2.573, 0.914)
C (7.299, 3.047, -0.346)
C (5.739, 2.879, 0.062)
C (4.969, 4.290, 0.131)
C (3.439, 4.075, -0.383)
C (2.672, 5.491, -0.139)
C (1.125, 5.328, 0.209)
O (0.384, 4.581, -0.796)
P (-1.166, 4.152, -0.201)
O (-0.943, 3.223, 1.002)
O (-2.163, 3.512, -1.409)
C (-2.145, 2.053, -1.420)
C (-3.512, 1.411, -0.840)
C (-3.245, 0.138, 0.125)
C (-3.282, 0.546, 1.673)
C (-2.872, -0.628, 2.701)
N (-2.651, -1.963, 2.087)
O (-1.991, 5.538, 0.409)
C (-3.357, 5.153, 0.753)
C (-3.688, 5.744, 2.211)
C (-5.095, 5.189, 2.727)
F (-2.649, 5.456, 3.169)
H (11.492, 1.514, 2.879)
H (12.207, 3.177, 3.241)
H (13.302, 1.797, 2.570)
H (10.016, 1.262, 1.202)
H (9.740, 1.726, -0.564)
H (8.149, 3.409, 1.686)
H (7.667, 1.650, 1.361)
H (7.560, 2.421, -1.276)
H (7.500, 4.141, -0.628)
H (5.667, 2.414, 1.111)
H (5.182, 2.191, -0.678)
H (5.473, 5.051, -0.561)
H (5.001, 4.746, 1.183)
H (2.946, 3.225, 0.223)
H (3.508, 3.854, -1.497)
H (3.279, 6.040, 0.654)
H (2.781, 6.080, -1.113)
H (0.667, 6.388, 0.260)
H (1.001, 4.909, 1.279)
H (-2.112, 1.741, -2.532)
H (-1.223, 1.589, -0.940)
H (-4.139, 1.023, -1.728)
H (-4.179, 2.209, -0.338)
H (-4.150, -0.561, -0.050)
H (-2.290, -0.423, -0.138)
H (-2.527, 1.398, 1.813)
H (-4.315, 0.946, 1.951)
H (-1.919, -0.292, 3.245)
H (-3.699, -0.696, 3.484)
H (-1.724, -2.061, 1.661)
H (-3.410, -2.251, 1.463)
H (-3.534, 4.024, 0.746)
H (-4.065, 5.639, -0.011)
H (-3.798, 6.881, 2.080)
H (-5.055, 4.090, 3.026)
H (-5.875, 5.307, 1.889)
H (-5.447, 5.843, 3.598)
C (0.447, -3.634, -4.482)
C (-1.042, -3.360, -4.395)
O (-1.700, -4.351, -3.596)
C (-1.571, -4.201, -2.268)
O (-0.970, -3.318, -1.705)
O (-2.209, -5.222, -1.670)
C (-2.072, -5.235, -0.250)
H (0.630, -4.654, -4.832)
H (0.929, -2.934, -5.168)
H (0.928, -3.542, -3.506)
H (-1.483, -3.417, -5.392)
H (-1.244, -2.356, -4.011)
H (-2.360, -4.276, 0.186)
H (-1.045, -5.488, 0.023)
H (-2.735, -6.005, 0.145)
C (-4.956, -7.722, -2.233)
C (-6.445, -7.443, -2.148)
O (-7.107, -8.430, -1.348)
C (-6.978, -8.277, -0.021)
O (-6.375, -7.395, 0.541)
O (-7.620, -9.295, 0.579)
C (-7.485, -9.305, 1.999)
H (-4.776, -8.742, -2.580)
H (-4.472, -7.024, -2.919)
H (-4.477, -7.629, -1.256)
H (-6.885, -7.501, -3.146)
H (-6.644, -6.438, -1.766)
H (-7.771, -8.344, 2.432)
H (-6.459, -9.560, 2.274)
H (-8.151, -10.073, 2.393)

Summary:
HOMO-LUMO gap	9.3909	eV
HOMO level	-8.82	eV
F_max	4.8	eV Å⁻¹
lowest unoccupied orbital energy	0.57	eV
SMILES string	CC(=O)OCCCCCCCCO[P@](=O)(OCCCCCN)OC[C@@H](C)F.CCOC(=O)OC.CCOC(=O)OC

Here are the Löwdin charges for atoms 1 to 4, given in e: number 1, C, carries -0.002; number 2, C, carries -0.412; number 3, O, carries 0.055; number 4, O, carries -0.083

---

Record 3
C26H53N3O14P4 | wB97M-V/def2-TZVPD

Cartesian coordinates (Å):
N (-0.603, 6.319, 0.001)
P (-1.210, 4.976, 0.606)
O (-0.598, 4.600, 2.170)
O (-2.913, 5.145, 0.807)
C (-0.923, 3.462, -0.538)
C (-0.680, 2.096, 0.167)
N (-0.496, 0.891, -0.572)
C (-0.565, 1.076, -1.995)
C (-0.422, -0.198, -2.903)
C (-0.456, -0.141, -4.451)
C (-0.632, 1.290, -5.109)
C (-0.793, 2.537, -4.213)
C (-0.772, 2.478, -2.623)
N (-0.958, 3.730, -1.941)
H (-0.144, 6.108, -0.902)
H (0.113, 3.917, 2.109)
H (-3.193, 4.491, 1.504)
H (-0.665, 2.054, 1.311)
H (-0.269, -1.221, -2.391)
H (-0.363, -1.105, -5.074)
H (-0.638, 1.336, -6.246)
H (-0.929, 3.559, -4.719)
O (-2.268, -3.825, -4.483)
P (-2.651, -5.304, -4.337)
O (-1.301, -5.924, -5.073)
C (-0.116, -6.004, -4.291)
C (-0.248, -7.005, -3.157)
O (-3.661, -5.262, -5.656)
C (-4.200, -4.038, -6.154)
C (-3.320, -3.476, -7.255)
O (-3.134, -6.926, -4.058)
C (-4.311, -7.492, -4.637)
C (-4.063, -8.019, -6.045)
H (0.136, -5.011, -3.903)
H (0.692, -6.315, -4.958)
H (-1.002, -6.681, -2.433)
H (0.701, -7.120, -2.628)
H (-0.563, -7.981, -3.536)
H (-4.359, -3.317, -5.348)
H (-5.191, -4.260, -6.564)
H (-2.269, -3.414, -6.957)
H (-3.655, -2.477, -7.549)
H (-3.353, -4.127, -8.133)
H (-5.135, -6.776, -4.604)
H (-4.606, -8.332, -4.003)
H (-3.571, -7.303, -6.701)
H (-5.009, -8.314, -6.508)
H (-3.404, -8.893, -6.011)
O (1.451, -2.634, 2.765)
P (0.128, -3.400, 2.641)
O (-0.867, -2.122, 2.994)
C (-1.134, -1.199, 1.944)
C (-1.946, -1.832, 0.828)
O (0.262, -4.054, 4.163)
C (1.518, -4.144, 4.836)
C (1.736, -2.932, 5.723)
O (-1.297, -4.327, 2.405)
C (-1.631, -5.450, 3.220)
C (-2.352, -5.040, 4.498)
H (-0.192, -0.799, 1.558)
H (-1.696, -0.368, 2.378)
H (-1.377, -2.622, 0.328)
H (-2.221, -1.088, 0.078)
H (-2.857, -2.290, 1.223)
H (2.338, -4.288, 4.129)
H (1.490, -5.045, 5.458)
H (1.582, -1.991, 5.187)
H (2.748, -2.932, 6.138)
H (1.021, -2.937, 6.549)
H (-0.743, -6.054, 3.422)
H (-2.305, -6.081, 2.634)
H (-1.845, -4.250, 5.052)
H (-2.466, -5.903, 5.160)
H (-3.347, -4.648, 4.263)
O (2.965, 5.153, 2.549)
P (3.673, 6.491, 2.285)
O (4.980, 6.210, 3.265)
C (6.018, 5.391, 2.742)
C (6.733, 6.054, 1.578)
O (2.711, 7.311, 3.363)
C (1.438, 6.807, 3.766)
C (1.567, 5.995, 5.042)
O (4.418, 7.978, 1.868)
C (3.836, 9.245, 2.174)
C (4.170, 9.705, 3.588)
H (5.606, 4.422, 2.442)
H (6.729, 5.213, 3.553)
H (6.061, 6.178, 0.723)
H (7.585, 5.451, 1.253)
H (7.089, 7.048, 1.856)
H (0.966, 6.238, 2.963)
H (0.789, 7.669, 3.952)
H (2.350, 5.235, 4.974)
H (0.622, 5.499, 5.283)
H (1.841, 6.646, 5.876)
H (2.760, 9.226, 1.989)
H (4.257, 9.968, 1.470)
H (3.973, 8.953, 4.351)
H (3.597, 10.603, 3.836)
H (5.236, 9.939, 3.668)

Summary:
HOMO-LUMO gap	7.1846	eV
HOMO level	-8.92	eV
F_max	8.9	eV Å⁻¹
lowest unoccupied orbital energy	-1.73	eV
SMILES string	N=P(O)(O)c1cnc2ccccc2n1.CCOP(=O)(OCC)OCC.CCOP(=O)(OCC)OCC.CCOP(=O)(OCC)OCC

Here are the Löwdin charges for atoms 1 to 4, given in e: number 1, N, carries -0.198; number 2, P, carries 0.663; number 3, O, carries -0.228; number 4, O, carries -0.206

---

Record 4
C26H53O11P3 | wB97M-V/def2-TZVPD

Cartesian coordinates (Å):
C (0.406, 3.182, 3.134)
C (0.551, 3.462, 1.562)
C (1.847, 2.817, 0.885)
C (1.987, 1.236, 1.064)
C (0.881, 0.389, 0.242)
C (1.048, -1.178, 0.522)
C (0.323, -1.723, 1.851)
C (-0.391, -0.607, 2.744)
C (-1.288, -1.311, 3.901)
C (-2.663, -1.920, 3.343)
C (-3.941, -1.565, 4.265)
C (-4.902, -0.525, 3.506)
C (-4.639, 0.989, 4.033)
C (-5.302, 1.961, 2.973)
C (-4.974, 2.278, 1.637)
P (-3.504, 1.592, 0.676)
C (-2.817, 3.087, -0.310)
C (-4.018, 0.279, -0.590)
C (-2.872, 0.211, -1.719)
C (-6.090, 3.326, 1.145)
O (-6.103, 3.734, -0.026)
O (-7.013, 3.674, 2.178)
C (-6.589, 2.855, 3.287)
O (-7.118, 2.848, 4.405)
H (1.390, 3.326, 3.711)
H (-0.431, 3.856, 3.531)
H (0.080, 2.103, 3.326)
H (-0.397, 3.111, 1.038)
H (0.598, 4.607, 1.445)
H (1.907, 3.171, -0.206)
H (2.769, 3.285, 1.398)
H (3.005, 0.937, 0.647)
H (1.961, 0.943, 2.162)
H (1.157, 0.547, -0.869)
H (-0.176, 0.790, 0.359)
H (2.179, -1.390, 0.588)
H (0.649, -1.769, -0.373)
H (1.152, -2.186, 2.505)
H (-0.439, -2.536, 1.565)
H (0.420, -0.028, 3.314)
H (-1.080, 0.098, 2.177)
H (-1.513, -0.570, 4.755)
H (-0.652, -2.170, 4.335)
H (-2.792, -1.525, 2.275)
H (-2.532, -3.065, 3.318)
H (-4.485, -2.522, 4.591)
H (-3.602, -1.056, 5.240)
H (-5.978, -0.867, 3.711)
H (-4.784, -0.559, 2.363)
H (-5.261, 1.087, 4.995)
H (-3.535, 1.206, 4.213)
H (-1.972, 2.774, -1.009)
H (-3.660, 3.615, -0.883)
H (-2.362, 3.876, 0.396)
H (-5.043, 0.586, -1.013)
H (-4.091, -0.728, -0.054)
H (-3.260, 0.757, -2.640)
H (-1.864, 0.635, -1.382)
H (-2.669, -0.899, -1.948)
C (8.930, 1.251, 1.373)
O (8.033, 0.156, 1.217)
P (7.183, 0.129, -0.277)
O (6.254, 1.253, 0.170)
O (6.518, -1.326, 0.072)
C (6.291, -1.730, 1.415)
O (6.439, 0.062, -1.825)
C (7.329, 0.330, -2.907)
H (9.515, 1.092, 2.280)
H (9.611, 1.309, 0.519)
H (8.375, 2.186, 1.470)
H (5.934, -0.906, 2.036)
H (7.209, -2.146, 1.826)
H (5.533, -2.516, 1.410)
H (8.131, -0.412, -2.928)
H (7.753, 1.333, -2.804)
H (6.770, 0.274, -3.842)
C (-2.206, -1.908, -7.674)
O (-1.076, -1.781, -6.818)
P (-0.876, -3.064, -5.692)
O (-2.011, -2.566, -4.803)
O (0.556, -2.453, -5.189)
C (0.822, -1.059, -5.239)
O (-0.591, -4.435, -4.694)
C (-0.765, -5.683, -5.360)
H (-2.155, -1.127, -8.434)
H (-2.201, -2.883, -8.169)
H (-3.130, -1.786, -7.104)
H (-0.048, -0.465, -4.957)
H (1.157, -0.791, -6.241)
H (1.633, -0.842, -4.541)
H (-0.063, -5.767, -6.193)
H (-1.791, -5.771, -5.731)
H (-0.573, -6.489, -4.652)

Summary:
HOMO-LUMO gap	5.8271	eV
HOMO level	-8.27	eV
F_max	9.8	eV Å⁻¹
lowest unoccupied orbital energy	-2.45	eV
SMILES string	CCCCCCCCCCCCCC1=C(P(C)CC)C(=O)OC1=O.COP(=O)(OC)OC.COP(=O)(OC)OC

Here are the Löwdin charges for atoms 1 to 4, given in e: number 1, C, carries -0.123; number 2, C, carries -0.258; number 3, C, carries -0.216; number 4, C, carries -0.199